Entry 1:
Molecular formula: C14H20N2O6S
Method: DFT, ωB97M-V/def2-TZVPD

Geometry (Å):
C (0.325, 0.556, 3.059)
C (-0.246, 0.048, 1.733)
N (0.323, -1.228, 1.334)
C (1.506, -1.344, 0.690)
O (2.030, -2.424, 0.488)
C (2.178, -0.069, 0.183)
O (1.329, 0.572, -0.764)
C (1.810, 1.710, -1.299)
O (2.874, 2.184, -0.983)
C (0.896, 2.283, -2.282)
C (-0.402, 1.845, -2.704)
C (-1.193, 0.687, -2.226)
N (-0.859, 2.646, -3.624)
O (0.075, 3.610, -3.843)
C (1.126, 3.408, -3.051)
C (2.273, 4.337, -3.117)
C (-0.283, -2.506, 1.722)
C (-0.857, -3.220, 0.478)
C (-2.104, -2.483, 0.050)
S (-2.908, -2.129, 1.651)
O (-3.316, -0.748, 1.716)
O (-3.902, -3.118, 1.951)
C (-1.428, -2.406, 2.704)
H (0.145, -0.146, 3.869)
H (1.399, 0.714, 2.991)
H (-0.147, 1.501, 3.313)
H (-0.042, 0.779, 0.951)
H (-1.330, -0.048, 1.806)
H (2.419, 0.624, 0.996)
H (3.114, -0.360, -0.305)
H (-2.063, 0.562, -2.864)
H (-1.522, 0.863, -1.203)
H (-0.581, -0.212, -2.243)
H (1.953, 5.341, -2.842)
H (3.047, 3.999, -2.435)
H (2.661, 4.377, -4.133)
H (0.531, -3.123, 2.125)
H (-0.102, -3.255, -0.306)
H (-1.111, -4.244, 0.756)
H (-1.895, -1.534, -0.431)
H (-2.781, -3.080, -0.551)
H (-1.588, -3.357, 3.204)
H (-1.354, -1.611, 3.434)

The charge is 0. The LUMO energy is 0.50 eV. The value obtained for the HOMO-LUMO gap is 10.4210 eV. The energy relative to the best compared isomer or geometry (same formula, charge and spin) is 0.00 kcal per mole. The HOMO energy comes out at -9.92 eV. The value obtained for the max |F| is 1.40 eV/A.

Entry 2:
Molecular formula: C14H21AsN2O5PdS5
Method: DFT, ωB97M-V/def2-TZVPD

Geometry (Å):
Pd (-0.815, 0.392, 0.629)
S (-0.047, 4.467, 3.100)
As (0.798, 2.589, 2.669)
S (-0.681, 0.900, 2.877)
S (0.755, 2.023, 0.543)
S (2.680, 2.228, 3.560)
C (3.697, -1.006, 1.963)
N (3.010, -0.951, 0.681)
C (3.556, 0.001, -0.263)
C (1.771, -1.454, 0.479)
C (1.152, -2.232, 1.613)
O (1.184, -1.309, -0.595)
H (4.770, -0.921, 1.774)
H (3.520, -1.955, 2.462)
H (3.393, -0.178, 2.611)
H (4.562, -0.312, -0.561)
H (3.601, 0.991, 0.195)
H (2.909, 0.044, -1.135)
H (1.789, -3.063, 1.920)
H (0.201, -2.641, 1.279)
H (0.988, -1.568, 2.465)
C (-6.923, -3.595, 1.045)
C (-5.559, -3.823, 0.451)
C (-5.410, -4.383, -0.809)
C (-4.154, -4.519, -1.383)
C (-3.038, -4.106, -0.676)
C (-3.165, -3.560, 0.596)
C (-4.422, -3.422, 1.148)
S (-1.438, -4.148, -1.426)
O (-1.589, -4.834, -2.684)
O (-0.518, -4.642, -0.437)
N (-1.032, -2.629, -1.731)
C (-1.776, -1.856, -2.730)
C (-2.220, -0.516, -2.155)
C (-3.154, -0.772, -0.953)
O (-4.304, -1.139, -1.200)
O (-2.638, -0.657, 0.204)
H (-7.707, -3.950, 0.376)
H (-7.078, -2.528, 1.216)
H (-7.032, -4.105, 2.004)
H (-6.290, -4.686, -1.364)
H (-4.025, -4.930, -2.375)
H (-2.292, -3.210, 1.128)
H (-4.525, -2.951, 2.119)
H (-0.632, -2.110, -0.945)
H (-2.665, -2.412, -3.032)
H (-1.143, -1.720, -3.610)
H (-2.770, 0.027, -2.925)
H (-1.344, 0.077, -1.865)

The charge is -2. The LUMO energy is 4.38 eV. The value obtained for the HOMO-LUMO gap is 6.2253 eV. The energy relative to the best compared isomer or geometry (same formula, charge and spin) is 8.37 kcal per mole. The HOMO energy comes out at -1.84 eV. The value obtained for the max |F| is 1.31 eV/A.

Entry 3:
Molecular formula: C14H21BN2O5Re
Method: DFT, ωB97M-V/def2-TZVPD

Geometry (Å):
Re (-2.235, -2.937, -0.179)
N (-6.284, -2.328, 0.653)
C (-5.001, -2.152, 0.480)
O (-4.273, -3.114, 0.078)
C (-4.304, -0.859, 0.711)
C (-2.841, -1.190, 1.037)
H (-6.705, -3.226, 0.454)
H (-6.879, -1.579, 0.972)
H (-4.784, -0.269, 1.493)
H (-4.371, -0.286, -0.219)
H (-2.763, -1.627, 2.042)
H (-2.302, -0.242, 1.102)
C (-0.115, -5.319, -0.031)
O (-1.169, -4.365, 0.175)
H (-0.573, -6.301, -0.110)
H (0.552, -5.283, 0.827)
H (0.414, -5.074, -0.949)
O (-2.269, -2.012, -2.920)
N (-2.292, -2.351, -1.823)
C (4.200, 3.478, 0.393)
C (3.060, 3.057, -0.534)
C (3.647, 2.677, -1.913)
C (2.085, 4.243, -0.704)
C (2.277, 1.877, -0.020)
C (2.621, 1.239, 1.235)
C (1.948, 0.162, 1.742)
C (0.884, -0.299, 0.969)
O (0.071, -1.320, 1.208)
B (-0.845, -1.387, 0.104)
O (-0.530, -0.351, -0.791)
C (0.524, 0.318, -0.274)
C (1.193, 1.385, -0.779)
H (4.712, 4.331, -0.050)
H (4.943, 2.689, 0.519)
H (3.840, 3.793, 1.374)
H (4.209, 3.531, -2.291)
H (2.875, 2.439, -2.644)
H (4.329, 1.830, -1.833)
H (2.648, 5.097, -1.079)
H (1.635, 4.527, 0.249)
H (1.290, 4.031, -1.419)
H (3.455, 1.640, 1.791)
H (2.214, -0.308, 2.678)
H (0.908, 1.831, -1.721)

The charge is +2. The LUMO energy (alpha / beta) is -6.74 / -9.33 eV. The value obtained for the HOMO-LUMO gap (alpha / beta) is 8.7270 / 6.4017 eV. As for the expectation value of S²: 0.7653. The energy relative to the best compared isomer or geometry (same formula, charge and spin) is 0.00 kcal per mole. The HOMO energy (alpha / beta) comes out at -15.47 / -15.74 eV. The value obtained for the max |F| is 0.12 eV/A. Its spin multiplicity is 2.

Entry 4:
Molecular formula: C14H21Cl2IrNO4
Method: DFT, ωB97M-V/def2-TZVPD

Geometry (Å):
C (-2.105, -1.042, -0.046)
C (-1.385, -1.476, -1.173)
C (-0.606, -0.407, -1.658)
C (-1.523, -2.810, -1.794)
C (-0.809, 0.773, -0.828)
C (-1.891, 0.407, 0.098)
C (-2.856, 1.330, 0.693)
C (-3.101, -1.830, 0.702)
C (0.145, -0.447, -2.902)
C (-0.618, 2.157, -1.285)
Ir (-0.055, 0.277, 1.169)
Cl (1.251, -2.626, 0.333)
Cl (0.118, -1.598, 2.451)
O (0.282, 2.205, 1.601)
H (-1.661, -3.573, -1.024)
H (-0.629, -3.047, -2.364)
H (-2.385, -2.838, -2.470)
H (0.610, -1.432, -3.034)
H (0.948, 0.314, -2.883)
H (-0.500, -0.259, -3.780)
H (0.349, 2.254, -1.767)
H (-0.656, 2.847, -0.445)
H (-1.407, 2.394, -2.007)
H (-2.536, 2.359, 0.559)
H (-2.993, 1.134, 1.760)
H (-3.813, 1.176, 0.189)
H (-2.712, -2.830, 0.897)
H (-4.018, -1.950, 0.112)
H (-3.353, -1.362, 1.659)
H (1.096, 2.438, 2.116)
O (-1.229, 0.627, 2.635)
H (-0.895, 1.504, 2.975)
O (2.236, 1.115, -1.293)
C (2.681, 0.722, -0.236)
C (4.142, 0.575, 0.073)
C (4.231, 0.325, 1.555)
C (2.774, 0.297, 2.056)
O (2.367, 0.242, 3.209)
N (1.963, 0.379, 0.926)
H (4.501, -0.282, -0.476)
H (4.648, 1.486, -0.202)
H (4.655, -0.659, 1.797)
H (4.740, 1.133, 2.101)

The charge is -2. The LUMO energy (alpha / beta) is 5.14 / 5.07 eV. The value obtained for the HOMO-LUMO gap (alpha / beta) is 4.1774 / 4.7775 eV. As for the expectation value of S²: 8.7865. The energy relative to the best compared isomer or geometry (same formula, charge and spin) is 6.67 kcal per mole. The HOMO energy (alpha / beta) comes out at 0.96 / 0.29 eV. The value obtained for the max |F| is 5.84 eV/A. Its spin multiplicity is 6.

Entry 5:
Molecular formula: C14H21FN4O3PSc
Method: DFT, ωB97M-V/def2-TZVPD

Geometry (Å):
Sc (1.167, -0.014, -0.829)
C (-1.961, 1.212, -0.242)
N (-0.614, 0.978, 0.265)
C (-0.413, 1.067, 1.523)
C (0.889, 0.799, 2.068)
C (1.309, 0.678, 3.389)
C (2.669, 0.321, 3.324)
C (2.987, 0.230, 1.971)
N (1.915, 0.522, 1.200)
C (-2.200, 2.633, -0.702)
C (-1.202, 3.366, -1.338)
C (-1.463, 4.657, -1.774)
C (-2.713, 5.228, -1.582)
C (-3.709, 4.501, -0.947)
C (-3.449, 3.210, -0.508)
H (-2.698, 0.954, 0.526)
H (-2.123, 0.521, -1.074)
H (-1.223, 1.327, 2.210)
H (0.715, 0.859, 4.272)
H (3.347, 0.178, 4.151)
H (3.934, -0.025, 1.519)
H (-0.228, 2.923, -1.503)
H (-0.681, 5.219, -2.269)
H (-2.910, 6.237, -1.922)
H (-4.686, 4.939, -0.788)
H (-4.228, 2.647, -0.004)
O (1.253, -1.530, -2.348)
N (-0.130, -3.977, -2.716)
C (1.006, -4.081, -1.802)
P (1.131, -2.605, -0.718)
O (2.438, -1.859, -0.347)
O (-0.115, -1.749, -0.340)
C (1.117, -3.600, 0.914)
N (1.236, -2.527, 1.950)
H (0.511, -1.750, -2.950)
H (-1.007, -4.001, -2.209)
H (-0.130, -4.749, -3.370)
H (1.930, -4.086, -2.382)
H (0.988, -4.981, -1.176)
H (1.982, -4.256, 1.012)
H (0.198, -4.158, 1.098)
H (0.426, -1.906, 1.862)
H (2.049, -1.942, 1.680)
H (1.335, -2.842, 2.910)
F (1.350, 1.433, -2.004)

The charge is 0. The LUMO energy is 0.18 eV. The value obtained for the HOMO-LUMO gap is 8.2585 eV. The energy relative to the best compared isomer or geometry (same formula, charge and spin) is 23.24 kcal per mole. The HOMO energy comes out at -8.08 eV. The value obtained for the max |F| is 0.72 eV/A.

Entry 6:
Molecular formula: C14H21FNO10P
Method: DFT, ωB97M-V/def2-TZVPD

Geometry (Å):
C (-4.289, -0.344, 2.245)
C (-3.928, 0.077, 0.838)
O (-4.520, 0.930, 0.333)
N (-2.841, -0.531, 0.078)
C (-2.945, -1.978, 0.042)
C (-2.954, -2.592, -1.351)
O (-3.063, -2.663, 0.980)
P (-1.245, 0.088, 0.552)
O (-1.576, 1.218, 1.731)
C (-0.253, -1.235, 1.448)
C (-0.687, -1.553, 2.850)
O (-1.110, -2.537, 3.217)
F (-0.512, -0.558, 3.749)
H (-4.649, 0.552, 2.745)
H (-5.103, -1.063, 2.267)
H (-3.447, -0.721, 2.820)
H (-3.662, -3.419, -1.297)
H (-1.977, -3.000, -1.587)
H (-3.313, -1.873, -2.082)
H (-0.696, 1.509, 2.022)
H (0.747, -0.804, 1.546)
H (-0.126, -2.144, 0.873)
C (4.401, 4.232, 2.960)
C (2.972, 3.951, 2.559)
C (2.204, 3.078, 3.520)
O (1.227, 2.482, 2.657)
C (1.770, 2.433, 1.410)
O (1.297, 1.828, 0.504)
O (2.912, 3.162, 1.355)
H (4.986, 4.545, 2.096)
H (4.441, 5.015, 3.716)
H (4.880, 3.339, 3.364)
H (2.445, 4.889, 2.365)
H (1.726, 3.636, 4.321)
H (2.812, 2.279, 3.951)
C (1.774, -2.351, -5.926)
C (0.778, -1.938, -4.868)
C (0.996, -0.563, -4.291)
O (0.407, -0.692, -2.992)
C (0.511, -1.993, -2.635)
O (0.292, -2.413, -1.543)
O (0.899, -2.755, -3.690)
H (1.788, -3.435, -6.038)
H (1.524, -1.901, -6.887)
H (2.786, -2.043, -5.657)
H (-0.241, -2.054, -5.247)
H (0.509, 0.225, -4.860)
H (2.053, -0.316, -4.163)

The charge is 0. The LUMO energy is 0.55 eV. The value obtained for the HOMO-LUMO gap is 8.1883 eV. The HOMO energy comes out at -7.63 eV. The value obtained for the max |F| is 5.79 eV/A.